ORCA calculation (wB97M-V/def2-TZVPD) on CH5F2N2O2PS in the gas phase at a distorted geometry.

XYZ file:
```
14
CH5F2N2O2PS | OMol25 | wB97M-V/def2-TZVPD
C 2.072 0.264 0.701
N -2.690 1.283 -0.716
N -0.247 0.156 -0.892
O 1.883 -1.169 -1.581
O 0.593 -1.896 0.390
F -2.166 -1.420 0.066
F -1.348 0.283 1.450
P -1.706 0.084 -0.159
S 1.112 -0.873 -0.424
H 1.204 0.718 1.266
H 2.557 -0.395 1.418
H 2.555 1.123 0.469
H -3.457 1.287 -0.140
H -0.361 0.555 -1.848
```

Values from the calculation:
**Molar mass**: 178.1 g mol⁻¹
**HOMO-LUMO gap**: 10.50 eV
**Lowest unoccupied orbital energy**: 0.424 eV
**Structure (SMILES)**: CS(=O)(=O)NP(=N)(F)F
**Charge**: 0
**Total energy**: -1240.4002 a.u.

natural (NBO) atomic charge list, values in e, 4 entries: -0.846 -1.217 -1.263 -0.900



ORCA calculation (wB97M-V/def2-TZVPD) on a molecular structure, C42H47Cl2F3HgN3P at a distorted geometry.

XYZ file:
```
99
C42H47Cl2F3HgN3P | OMol25 | wB97M-V/def2-TZVPD
Hg 0.518 0.214 0.735
Cl 2.968 1.183 3.212
C 1.875 2.104 4.263
Cl 0.263 2.205 3.539
H 2.265 3.116 4.366
H 1.802 1.587 5.219
C -1.735 -2.977 4.954
C -0.509 -2.495 4.184
C 0.307 -1.510 5.024
P -0.726 -1.748 2.462
C -2.420 -0.926 2.330
C -3.589 -1.872 2.086
C -2.713 0.042 3.474
C -0.920 -3.175 1.374
C -1.165 -4.469 1.816
C -1.367 -5.519 0.937
C -1.627 -6.913 1.435
C -1.316 -5.250 -0.434
C -1.028 -3.998 -0.904
C -0.791 -2.906 -0.024
N -0.526 -1.681 -0.454
C -0.424 -1.378 -1.811
C -1.514 -0.734 -2.422
C -2.796 -0.585 -1.661
C -1.382 -0.233 -3.701
C -0.201 -0.385 -4.415
C -0.057 0.253 -5.766
C 0.829 -1.114 -3.842
C 0.742 -1.619 -2.553
C 1.898 -2.388 -1.979
H -1.425 -3.626 5.776
H -2.410 -3.537 4.314
H -2.280 -2.139 5.382
H 0.139 -3.359 3.978
H -0.283 -0.634 5.286
H 1.178 -1.177 4.459
H 0.652 -1.983 5.944
H -2.273 -0.323 1.419
H -3.799 -2.494 2.954
H -3.376 -2.516 1.238
H -4.482 -1.289 1.859
H -3.034 -0.482 4.371
H -3.510 0.728 3.187
H -1.832 0.635 3.707
H -1.225 -4.677 2.874
H -1.928 -6.897 2.482
H -0.727 -7.530 1.349
H -2.414 -7.395 0.852
H -1.502 -6.055 -1.136
H -0.979 -3.809 -1.969
H -2.606 0.012 -0.770
H -3.168 -1.557 -1.335
H -3.556 -0.102 -2.273
H -2.207 0.310 -4.148
H -0.837 -0.090 -6.445
H 0.914 0.025 -6.199
H -0.149 1.336 -5.674
H 1.739 -1.290 -4.401
H 2.499 -2.824 -2.778
H 1.554 -3.186 -1.324
H 2.544 -1.735 -1.392
N -0.762 1.747 -0.066
C -0.557 2.970 -0.293
C 0.228 3.895 0.578
C 1.583 3.726 0.837
C 2.240 4.584 1.701
C 1.545 5.605 2.332
C 0.198 5.787 2.067
C -0.456 4.942 1.193
C -1.180 3.604 -1.480
C -2.243 2.974 -2.127
C -2.772 3.494 -3.290
C -2.243 4.653 -3.837
C -1.194 5.293 -3.197
C -0.666 4.779 -2.028
H 2.119 2.920 0.355
H 3.298 4.456 1.887
H 2.053 6.262 3.024
H -0.344 6.596 2.539
H -1.509 5.076 0.985
H -2.627 2.065 -1.697
H -3.592 2.992 -3.785
H -2.633 5.049 -4.766
H -0.772 6.194 -3.622
H 0.166 5.281 -1.553
F 6.990 -0.394 -2.918
C 5.851 0.147 -3.395
F 5.505 -0.638 -4.456
F 6.228 1.323 -3.980
C 4.787 0.310 -2.384
C 3.568 0.949 -2.717
C 2.635 1.165 -1.744
N 2.794 0.809 -0.444
C 3.948 0.156 -0.149
C 4.944 -0.109 -1.046
H 3.394 1.278 -3.729
H 1.704 1.661 -1.979
H 4.050 -0.148 0.885
H 5.841 -0.618 -0.728
```

Values from the calculation:
**⟨S²⟩**: 0.7622
**Molar mass**: 953.3 g mol⁻¹
**HOMO-LUMO gap (alpha / beta)**: 4.18 / 6.38 eV
**2S+1**: 2
**Lowest unoccupied orbital energy (alpha / beta)**: 2.225 / 2.229 eV
**Charge**: -1
**Total energy**: -3507.6918 a.u.

Löwdin atomic charge list, values in e, 4 entries: 0.955 0.521 -0.969 0.572



ORCA calculation (wB97M-V/def2-TZVPD) on a molecular structure, C4H14NO3 at a distorted geometry.

XYZ file:
```
22
C4H14NO3 | OMol25 | wB97M-V/def2-TZVPD
C 0.207 -2.755 0.105
C -0.144 -1.246 -0.059
C -0.468 -0.899 -1.501
C -1.023 0.584 -1.621
O -2.070 0.846 -0.703
N 0.978 -0.530 0.644
H -0.615 -3.329 -0.339
H 0.246 -2.908 1.175
H 1.051 -3.018 -0.534
H -1.035 -1.123 0.575
H -1.263 -1.587 -1.846
H 0.404 -0.998 -2.151
H -1.393 0.730 -2.619
H -0.213 1.264 -1.267
H 0.425 0.159 1.166
H 1.464 0.038 -0.048
H 3.063 1.981 2.219
H 2.347 1.242 1.041
O 3.091 1.843 1.261
H -1.375 0.952 0.301
H -1.312 2.366 1.064
O -1.069 1.488 1.392
```

Values from the calculation:
**Molar mass**: 124.2 g mol⁻¹
**HOMO-LUMO gap**: 8.00 eV
**Lowest unoccupied orbital energy**: 3.931 eV
**Charge**: -1
**Total energy**: -441.2712 a.u.

natural (NBO) atomic charge list, values in e, 4 entries: -0.602 -0.056 -0.445 -0.063



ORCA calculation (wB97M-V/def2-TZVPD) on a molecular structure, C34H61BGeHgNO5Si2.

XYZ file:
```
106
C34H61BGeHgNO5Si2 | OMol25 | wB97M-V/def2-TZVPD
Hg 0.299 -0.850 -0.359
C -3.165 0.819 -2.314
C -3.675 -0.492 -1.707
C -4.382 -0.209 -0.386
C -4.677 -1.136 -2.676
O -2.590 -1.352 -1.405
Ge -1.730 -2.396 -2.657
O -0.484 -1.012 -2.974
C 0.334 -0.891 -4.124
C 0.349 0.583 -4.512
C -0.203 -1.697 -5.312
C 1.750 -1.352 -3.792
O -0.596 -3.071 -1.305
C -0.468 -4.444 -0.956
C -1.312 -5.359 -1.849
C 0.989 -4.854 -1.085
C -0.942 -4.589 0.489
H -4.000 1.472 -2.589
H -2.523 1.348 -1.606
H -2.566 0.603 -3.202
H -5.186 0.522 -0.518
H -4.804 -1.134 0.017
H -3.668 0.179 0.346
H -5.567 -0.508 -2.776
H -4.238 -1.271 -3.668
H -4.978 -2.120 -2.304
H -0.661 0.911 -4.768
H 0.693 1.172 -3.665
H 1.010 0.766 -5.365
H -1.245 -1.430 -5.511
H 0.391 -1.489 -6.206
H -0.166 -2.771 -5.112
H 2.147 -0.743 -2.976
H 1.734 -2.396 -3.465
H 2.417 -1.262 -4.655
H -1.016 -5.264 -2.896
H -1.174 -6.398 -1.538
H -2.374 -5.110 -1.778
H 1.302 -4.800 -2.132
H 1.610 -4.174 -0.513
H 1.150 -5.872 -0.721
H -1.993 -4.293 0.560
H -0.835 -5.618 0.846
H -0.367 -3.929 1.142
C 3.626 -0.736 3.741
Si 2.237 -0.529 2.480
C 0.849 -1.586 3.183
C 1.791 1.297 2.569
C 2.636 -0.977 0.740
C 3.167 0.182 -0.028
C 4.431 0.764 0.207
C 4.866 1.827 -0.556
C 4.035 2.343 -1.544
C 2.796 1.755 -1.703
N 2.379 0.708 -0.984
Si 3.716 -2.453 0.574
C 3.019 -3.863 1.604
C 5.496 -2.299 1.204
C 3.972 -2.876 -1.236
H 3.270 -0.404 4.723
H 4.516 -0.147 3.485
H 3.932 -1.784 3.834
H 0.360 -1.067 4.015
H 1.244 -2.536 3.561
H 0.083 -1.808 2.437
H 1.162 1.512 3.440
H 1.259 1.626 1.671
H 2.697 1.909 2.644
H 5.051 0.364 0.999
H 5.844 2.261 -0.379
H 4.329 3.186 -2.156
H 2.088 2.153 -2.418
H 3.304 -3.717 2.654
H 3.412 -4.835 1.284
H 1.930 -3.900 1.559
H 5.538 -2.052 2.268
H 6.057 -1.535 0.655
H 6.016 -3.253 1.057
H 3.049 -2.767 -1.802
H 4.343 -3.897 -1.377
H 4.711 -2.185 -1.661
C -4.616 5.988 2.686
C -3.084 5.883 2.639
C -2.499 6.431 3.948
C -2.583 6.760 1.491
C -2.675 4.417 2.463
C -3.028 3.487 3.446
C -2.699 2.134 3.354
C -1.996 1.739 2.241
O -1.546 0.489 1.896
B -0.864 0.645 0.677
O -0.946 1.995 0.275
C -1.640 2.644 1.265
C -1.962 3.979 1.342
H -4.923 7.032 2.804
H -5.028 5.415 3.520
H -5.055 5.600 1.763
H -2.768 7.485 4.071
H -1.409 6.350 3.945
H -2.873 5.884 4.816
H -2.883 7.796 1.669
H -3.005 6.450 0.531
H -1.493 6.734 1.412
H -3.583 3.817 4.317
H -2.984 1.426 4.122
H -1.659 4.648 0.548
```

Values from the calculation:
**Molar mass**: 904.0 g mol⁻¹
**HOMO-LUMO gap**: 6.73 eV
**Lowest unoccupied orbital energy**: 2.342 eV
**Charge**: -1
**Total energy**: -4597.5528 a.u.

Löwdin atomic charge list, values in e, 4 entries: 1.166 -0.027 -0.717 -0.030



ORCA calculation (wB97M-V/def2-TZVPD) on C4H6ClNS in the gas phase at a distorted geometry.

XYZ file:
```
13
C4H6ClNS | OMol25 | wB97M-V/def2-TZVPD
C -1.238 -0.429 -0.319
C -2.127 -1.030 0.441
C 0.115 -0.927 1.487
C 1.067 0.394 -0.336
N -0.087 -0.184 0.336
S -1.503 -1.448 1.991
Cl 1.286 -2.365 1.054
H -1.485 0.200 -1.186
H -3.216 -1.001 0.471
H 0.783 -0.454 2.256
H 1.171 -0.228 -1.207
H 0.960 1.369 -0.384
H 1.964 0.404 0.293
```

Values from the calculation:
**Molar mass**: 135.6 g mol⁻¹
**HOMO-LUMO gap**: 8.57 eV
**Lowest unoccupied orbital energy**: 0.795 eV
**Structure (SMILES)**: CN1C=CS[C@H]1Cl
**Charge**: 0
**Total energy**: -1069.0945 a.u.

natural (NBO) atomic charge list, values in e, 4 entries: -0.033 -0.457 -0.134 -0.406



ORCA calculation (wB97M-V/def2-TZVPD) on a molecular structure, C10H12MnN3O11P2.

XYZ file:
```
39
C10H12MnN3O11P2 | OMol25 | wB97M-V/def2-TZVPD
Mn -0.455 -0.330 1.277
O 0.625 0.906 0.045
C 1.377 0.512 -0.840
C 1.414 -0.802 -1.436
C 2.341 -0.991 -2.463
C 2.390 -2.180 -3.142
C 1.497 -3.228 -2.817
C 0.585 -3.068 -1.826
C 0.491 -1.843 -1.054
O -0.361 -1.744 -0.142
N 3.348 -2.359 -4.211
O 4.105 -1.437 -4.475
O 3.343 -3.422 -4.815
H 2.101 1.221 -1.271
H 3.023 -0.195 -2.733
H 1.561 -4.153 -3.372
H -0.102 -3.860 -1.560
O 0.386 -2.992 4.143
P 0.091 -1.652 3.326
O -1.288 -1.696 2.705
O 1.140 -1.349 2.290
O 0.094 -0.532 4.468
P -0.710 0.884 4.158
O -2.234 0.420 4.389
O -0.338 1.913 5.133
O -0.506 1.109 2.669
H 1.321 -3.067 4.355
H -2.402 -0.331 3.793
C -2.394 3.155 -1.913
N -2.205 2.861 -0.506
C -1.731 3.898 0.403
C -2.171 1.622 -0.075
N -2.172 0.578 0.420
H -3.182 3.901 -2.035
H -2.688 2.247 -2.434
H -1.473 3.537 -2.361
H -2.484 4.682 0.505
H -0.802 4.332 0.026
H -1.537 3.453 1.377
```

Values from the calculation:
**⟨S²⟩**: 0.7912
**Molar mass**: 467.1 g mol⁻¹
**HOMO-LUMO gap (alpha / beta)**: 7.34 / 6.84 eV
**2S+1**: 2
**Lowest unoccupied orbital energy (alpha / beta)**: 2.200 / 2.199 eV
**Charge**: -1
**Total energy**: -3214.2083 a.u.

natural (NBO) atomic charge list, values in e, 4 entries: 1.118 -0.577 0.445 -0.339



ORCA calculation (wB97M-V/def2-TZVPD) on a molecular structure, C36H42AsBF4N8O2S7W at a distorted geometry.

XYZ file:
```
102
C36H42AsBF4N8O2S7W | OMol25 | wB97M-V/def2-TZVPD
W -1.452 0.192 -0.570
C -0.590 -2.815 -6.333
C -0.737 -2.638 -4.846
C -1.844 -3.133 -4.166
C -2.013 -2.905 -2.809
C -1.074 -2.177 -2.094
N -1.229 -1.883 -0.721
C -0.687 -2.784 0.146
C -0.163 -4.021 -0.301
C 0.472 -4.913 0.534
C 0.665 -4.638 1.884
C 1.374 -5.599 2.801
C 0.158 -3.437 2.348
C -0.536 -2.549 1.534
N -1.081 -1.407 2.189
C -1.490 -1.351 3.469
C -1.901 -0.064 3.728
C -1.744 0.606 2.516
N -1.269 -0.221 1.586
C 0.034 -1.681 -2.779
C 0.206 -1.901 -4.135
N 1.010 -0.909 -2.072
C 2.322 -0.823 -2.361
C 2.894 0.065 -1.482
C 1.832 0.503 -0.684
N 0.694 -0.071 -1.046
H -1.046 -3.750 -6.665
H 0.458 -2.803 -6.631
H -1.078 -1.993 -6.861
H -2.596 -3.693 -4.710
H -2.876 -3.274 -2.270
H -0.265 -4.267 -1.349
H 0.852 -5.843 0.120
H 2.103 -6.196 2.250
H 0.671 -6.289 3.276
H 1.902 -5.068 3.595
H 0.326 -3.154 3.379
H -1.530 -2.235 4.078
H -2.298 0.325 4.648
H -1.993 1.624 2.264
H 1.053 -1.468 -4.656
H 2.749 -1.402 -3.160
H 3.927 0.355 -1.421
H 1.851 1.200 0.135
S -0.087 3.079 -5.298
As -0.187 0.910 -6.051
S -1.978 0.998 -2.673
S 0.018 1.594 -3.829
S 1.681 0.254 -6.766
C 5.346 1.487 0.899
C 6.173 1.671 2.168
C 6.047 3.049 2.813
C 4.722 3.307 3.518
N 3.621 3.529 2.611
C 2.548 2.713 2.457
S 2.400 1.247 3.265
N 1.632 3.125 1.569
C 1.686 4.334 0.764
C 1.269 5.610 1.492
C 1.326 6.812 0.559
C 0.846 8.091 1.235
H 5.597 0.543 0.413
H 5.534 2.294 0.187
H 4.278 1.459 1.126
H 7.230 1.498 1.938
H 5.877 0.912 2.897
H 6.217 3.827 2.058
H 6.838 3.164 3.562
H 4.821 4.186 4.164
H 4.453 2.458 4.146
H 3.634 4.384 2.081
H 0.785 2.578 1.495
H 1.009 4.176 -0.073
H 2.688 4.442 0.328
H 1.899 5.780 2.374
H 0.248 5.472 1.846
H 0.698 6.598 -0.310
H 2.348 6.952 0.189
H -0.187 7.978 1.570
H 0.888 8.943 0.554
H 1.458 8.327 2.109
F -1.500 3.845 1.715
B -1.732 3.633 0.346
F -1.191 4.662 -0.406
F -3.056 3.404 0.094
F -0.963 2.399 0.027
O -4.144 -2.949 3.672
S -4.668 -2.942 2.327
O -4.932 -4.222 1.723
N -3.763 -1.995 1.359
C -4.427 -0.946 0.930
S -3.870 0.285 -0.081
C -5.846 -0.875 1.422
C -6.812 0.086 1.172
C -8.058 -0.063 1.765
C -8.333 -1.148 2.596
C -7.361 -2.109 2.849
C -6.130 -1.943 2.247
H -6.579 0.925 0.529
H -8.829 0.675 1.582
H -9.311 -1.242 3.051
H -7.558 -2.955 3.495
```

Values from the calculation:
**⟨S²⟩**: 2.3894
**Molar mass**: 1188.8 g mol⁻¹
**HOMO-LUMO gap (alpha / beta)**: 5.12 / 4.75 eV
**2S+1**: 3
**Lowest unoccupied orbital energy (alpha / beta)**: 3.772 / 3.772 eV
**Charge**: -2
**Total energy**: -7500.4918 a.u.

Löwdin atomic charge list, values in e, 4 entries: 0.914 -0.081 -0.278 -0.040



ORCA calculation (wB97M-V/def2-TZVPD) on a molecular structure, C5H20InN10O5 at a distorted geometry.

XYZ file:
```
41
C5H20InN10O5 | OMol25 | wB97M-V/def2-TZVPD
In -6.374 -20.539 -14.524
C -9.676 -19.236 -16.180
O -8.525 -19.745 -16.202
N -10.796 -19.909 -16.548
N -9.871 -17.948 -15.776
H -10.738 -20.837 -16.928
H -11.589 -19.323 -16.760
H -9.018 -17.539 -15.433
H -10.802 -17.706 -15.478
C -2.703 -20.383 -16.212
O -3.801 -20.676 -15.696
N -1.762 -21.328 -16.439
N -2.337 -19.118 -16.503
H -1.966 -22.277 -16.168
H -0.812 -21.142 -16.719
H -2.962 -18.374 -16.245
H -1.467 -18.933 -16.975
C -10.125 -21.198 -13.124
O -8.943 -20.991 -13.487
N -10.817 -22.307 -13.458
N -10.639 -20.440 -12.122
H -10.417 -23.058 -13.992
H -11.823 -22.307 -13.391
H -11.530 -20.571 -11.676
H -9.995 -19.708 -11.876
C -5.864 -18.119 -17.617
O -5.567 -18.680 -16.532
N -5.265 -16.953 -17.952
N -6.948 -18.446 -18.354
H -5.465 -16.467 -18.812
H -4.625 -16.442 -17.367
H -7.331 -19.344 -18.088
H -7.093 -18.101 -19.289
C -6.572 -22.040 -18.228
O -6.275 -21.265 -17.271
N -7.798 -21.907 -18.813
N -5.652 -22.767 -18.867
H -8.536 -21.690 -18.159
H -8.102 -22.493 -19.578
H -4.783 -22.907 -18.373
H -5.902 -23.444 -19.573
```

Values from the calculation:
**Molar mass**: 415.1 g mol⁻¹
**HOMO-LUMO gap**: 3.21 eV
**Lowest unoccupied orbital energy**: -15.095 eV
**Charge**: +3
**Total energy**: -1315.4652 a.u.

natural (NBO) atomic charge list, values in e, 4 entries: 1.635 0.788 -0.704 -0.782



ORCA calculation (wB97M-V/def2-TZVPD) on C2H7ClN4 in the gas phase at a distorted geometry.

XYZ file:
```
14
C2H7ClN4 | OMol25 | wB97M-V/def2-TZVPD
C 0.166 0.258 -0.148
C -0.699 -0.780 0.706
H 1.861 -1.899 -0.122
H 2.726 -0.444 0.733
H 1.795 0.525 -1.310
H -1.342 -0.101 1.291
H -0.274 -1.499 1.481
H -1.729 2.628 -0.233
H -2.392 1.024 -0.387
N 2.352 -0.921 -0.196
N 1.314 -0.154 -0.699
N -0.299 1.389 -0.478
N -1.649 1.591 -0.084
Cl -1.830 -1.617 -0.553
```

Values from the calculation:
**Molar mass**: 122.6 g mol⁻¹
**HOMO-LUMO gap**: 8.66 eV
**Lowest unoccupied orbital energy**: 0.630 eV
**Structure (SMILES)**: N/N=C(\CCl)NN
**Charge**: 0
**Total energy**: -759.5054 a.u.

natural (NBO) atomic charge list, values in e, 4 entries: 0.360 -0.436 0.367 0.341